[1]
{
  "formula": "C30H40BBrN10O3Ti",
  "method": "ωB97M-V/def2-TZVPD",
  "species": ["Ti", "C", "C", "C", "C", "N", "N", "B", "N", "C", "C", "C", "C", "N", "N", "C", "C", "C", "C", "N", "N", "C", "C", "C", "C", "N", "H", "H", "H", "H", "H", "H", "H", "H", "H", "H", "H", "H", "H", "H", "H", "H", "H", "H", "H", "H", "C", "N", "C", "C", "O", "C", "O", "C", "C", "O", "N", "C", "C", "H", "H", "H", "H", "H", "H", "H", "H", "H", "H", "H", "H", "H", "H", "H", "H", "Br", "C", "C", "C", "C", "C", "C", "H", "H", "H", "H"],
  "xyz": [[-0.074, -0.571, -0.048], [2.668, 0.863, -2.068], [1.991, 1.782, -1.103], [2.292, 3.121, -0.844], [1.360, 3.513, 0.094], [0.569, 2.469, 0.369], [0.950, 1.384, -0.371], [-0.601, 2.313, 1.374], [-1.865, 1.776, 0.623], [-3.065, 2.383, 0.574], [-3.864, 1.715, -0.326], [-3.052, 0.691, -0.828], [-3.395, -0.355, -1.836], [-1.855, 0.732, -0.252], [-0.158, 1.286, 2.470], [0.323, 1.473, 3.706], [0.651, 0.246, 4.245], [0.354, -0.672, 3.234], [0.495, -2.158, 3.270], [-0.114, -0.038, 2.160], [-0.974, 3.617, 2.046], [-1.738, 3.778, 3.160], [-2.173, 5.074, 3.196], [-1.630, 5.663, 2.031], [-1.785, 7.067, 1.547], [-0.925, 4.786, 1.342], [3.689, 1.190, -2.260], [2.704, -0.155, -1.681], [2.151, 0.838, -3.031], [3.067, 3.723, -1.285], [1.182, 4.461, 0.569], [-3.256, 3.253, 1.182], [-4.880, 1.942, -0.600], [-4.261, -0.933, -1.510], [-3.645, 0.091, -2.800], [-2.569, -1.051, -1.986], [0.403, 2.464, 4.121], [1.042, 0.043, 5.227], [-0.293, -2.608, 3.877], [0.427, -2.591, 2.272], [1.450, -2.449, 3.709], [-1.938, 2.958, 3.830], [-2.782, 5.537, 3.954], [-1.750, 7.776, 2.375], [-0.991, 7.318, 0.847], [-2.740, 7.208, 1.038], [5.120, -2.746, 0.820], [3.944, -1.890, 0.892], [4.055, -0.731, 1.778], [2.810, -2.111, 0.230], [1.836, -1.370, 0.367], [2.733, -3.317, -0.712], [1.521, -3.387, -1.411], [1.494, -2.969, -2.748], [0.600, -1.748, -2.940], [0.189, -1.138, -1.948], [0.328, -1.351, -4.182], [0.665, -2.167, -5.346], [-0.564, -0.216, -4.410], [5.920, -2.252, 0.266], [4.902, -3.702, 0.353], [5.470, -2.945, 1.833], [4.995, -0.223, 1.568], [4.046, -1.057, 2.819], [3.223, -0.057, 1.599], [2.801, -4.219, -0.099], [3.591, -3.317, -1.392], [1.105, -3.793, -3.353], [2.494, -2.735, -3.132], [1.704, -2.492, -5.321], [0.541, -1.555, -6.236], [0.011, -3.036, -5.431], [-0.712, 0.326, -3.481], [-1.531, -0.563, -4.779], [-0.114, 0.444, -5.150], [-5.739, -4.510, 0.008], [-4.086, -3.644, 0.227], [-2.986, -4.094, -0.488], [-1.751, -3.454, -0.336], [-1.758, -2.374, 0.500], [-2.781, -1.914, 1.283], [-3.997, -2.575, 1.113], [-3.075, -4.945, -1.150], [-0.863, -3.800, -0.846], [-2.670, -1.069, 1.949], [-4.867, -2.253, 1.669]],
  "s2": 3.76,
  "de_lowest_kj_mol": 13.5,
  "spin_multiplicity": 4,
  "charge": 1,
  "lumo_energy_ev": [-2.06, -3.87],
  "orbital_gap_ha": [0.23945, 0.26031]
}

[2]
{
  "formula": "C30H40Br2FeN8O2S2",
  "method": "ωB97M-V/def2-TZVPD",
  "species": ["Fe", "N", "C", "C", "C", "C", "N", "C", "N", "N", "C", "O", "O", "H", "H", "H", "H", "H", "H", "H", "H", "H", "H", "H", "H", "H", "H", "S", "C", "N", "C", "C", "N", "C", "C", "C", "C", "C", "C", "C", "C", "S", "C", "C", "C", "C", "C", "C", "C", "H", "H", "H", "H", "H", "H", "H", "H", "H", "H", "H", "H", "H", "H", "H", "H", "H", "H", "Br", "C", "Br", "H", "H", "N", "C", "C", "C", "C", "C", "N", "H", "H", "H", "H", "H", "H"],
  "xyz": [[-2.029, 0.360, -0.754], [-3.868, -0.742, -0.789], [-3.759, -1.891, 0.133], [-4.723, -3.044, -0.150], [-4.563, -3.814, -1.465], [-3.278, -4.635, -1.604], [-3.026, -5.506, -0.455], [-3.424, -6.764, -0.322], [-4.127, -7.374, -1.276], [-3.117, -7.437, 0.789], [-2.306, -2.282, 0.206], [-1.935, -3.253, 0.839], [-1.501, -1.465, -0.422], [-4.683, -0.182, -0.562], [-3.996, -1.061, -1.746], [-3.992, -1.525, 1.137], [-5.735, -2.632, -0.125], [-4.658, -3.739, 0.688], [-4.633, -3.146, -2.330], [-5.420, -4.488, -1.540], [-2.404, -3.993, -1.694], [-3.309, -5.228, -2.517], [-2.560, -5.052, 0.324], [-4.400, -6.898, -2.116], [-4.395, -8.340, -1.187], [-2.545, -7.020, 1.503], [-3.392, -8.396, 0.916], [0.192, 1.684, -1.754], [1.879, 1.637, -1.507], [2.680, 2.644, -1.610], [4.092, 2.484, -1.177], [4.630, 1.165, -1.650], [3.716, 0.074, -1.247], [4.342, -1.236, -0.937], [5.059, -1.169, 0.391], [6.406, -1.496, 0.457], [7.077, -1.442, 1.676], [6.403, -1.049, 2.820], [5.056, -0.711, 2.754], [4.383, -0.774, 1.543], [2.443, 0.284, -1.194], [1.216, -0.839, -0.903], [2.249, 4.027, -1.964], [2.419, 4.945, -0.780], [3.340, 5.981, -0.832], [3.516, 6.812, 0.269], [2.777, 6.600, 1.421], [1.853, 5.561, 1.475], [1.672, 4.736, 0.377], [4.124, 2.560, -0.089], [4.673, 3.306, -1.586], [5.602, 0.977, -1.198], [4.737, 1.134, -2.736], [5.044, -1.457, -1.740], [3.560, -1.994, -0.945], [6.938, -1.801, -0.438], [8.124, -1.708, 1.725], [6.926, -1.007, 3.767], [4.531, -0.409, 3.650], [3.325, -0.527, 1.502], [1.219, 3.979, -2.306], [2.876, 4.346, -2.795], [3.914, 6.156, -1.737], [4.232, 7.622, 0.223], [2.913, 7.249, 2.276], [1.269, 5.404, 2.373], [0.934, 3.939, 0.413], [-2.977, 1.998, -2.690], [-4.831, 2.604, -2.909], [-6.124, 1.683, -1.854], [-5.044, 2.452, -3.958], [-4.827, 3.647, -2.627], [-0.787, -0.181, 2.144], [-1.728, 0.803, 2.170], [-2.022, 1.473, 3.371], [-2.957, 2.471, 3.381], [-3.613, 2.824, 2.192], [-3.275, 2.151, 1.060], [-2.344, 1.155, 1.026], [-0.503, -0.580, 3.023], [-0.727, -0.792, 1.344], [-1.499, 1.184, 4.273], [-3.190, 2.984, 4.305], [-4.364, 3.601, 2.166], [-3.751, 2.381, 0.115]],
  "s2": 0.93,
  "de_lowest_kj_mol": 187.4,
  "spin_multiplicity": 2,
  "charge": 3,
  "lumo_energy_ev": [-8.60, -9.80],
  "orbital_gap_ha": [0.25124, 0.20710]
}

[3]
{
  "formula": "C30H40Cl2F10N3PtSi",
  "method": "ωB97M-V/def2-TZVPD",
  "species": ["Pt", "C", "N", "C", "C", "N", "C", "C", "F", "C", "F", "C", "F", "C", "F", "C", "F", "C", "C", "N", "C", "C", "F", "C", "F", "C", "F", "C", "F", "C", "F", "H", "H", "H", "H", "H", "H", "H", "H", "H", "H", "H", "C", "C", "C", "C", "Si", "C", "C", "C", "C", "C", "C", "C", "C", "H", "H", "H", "H", "H", "H", "H", "H", "H", "H", "H", "H", "H", "H", "H", "H", "H", "H", "H", "H", "H", "H", "H", "H", "H", "H", "H", "Cl", "C", "Cl", "H", "H"],
  "xyz": [[0.227, 0.342, 0.167], [-2.912, -1.260, 0.117], [-1.472, -1.433, 0.037], [-0.964, -2.135, 1.219], [-1.087, -1.270, 2.467], [-0.804, 0.118, 2.132], [-0.810, 1.010, 3.189], [0.017, 0.937, 4.319], [0.771, -0.150, 4.518], [0.096, 1.930, 5.277], [0.943, 1.802, 6.307], [-0.697, 3.052, 5.189], [-0.597, 4.033, 6.091], [-1.631, 3.110, 4.178], [-2.505, 4.125, 4.139], [-1.701, 2.097, 3.239], [-2.746, 2.134, 2.403], [-1.043, -2.034, -1.225], [-1.169, -1.071, -2.395], [-0.536, 0.206, -2.097], [-0.713, 1.208, -2.979], [-0.354, 2.551, -2.661], [0.173, 2.828, -1.449], [-0.566, 3.639, -3.472], [-0.237, 4.862, -3.029], [-1.132, 3.500, -4.721], [-1.330, 4.561, -5.526], [-1.471, 2.227, -5.111], [-1.999, 2.038, -6.329], [-1.278, 1.135, -4.284], [-1.637, -0.054, -4.831], [-3.417, -2.237, 0.128], [-3.274, -0.687, -0.736], [-3.169, -0.709, 1.022], [0.089, -2.349, 1.039], [-1.488, -3.089, 1.388], [-0.426, -1.701, 3.231], [-2.108, -1.339, 2.879], [-1.621, -2.942, -1.458], [0.004, -2.314, -1.115], [-2.229, -0.927, -2.634], [-0.720, -1.578, -3.257], [3.165, 0.844, 2.789], [3.328, -0.377, 1.867], [4.797, -0.822, 1.914], [2.494, -1.521, 2.471], [2.624, 0.087, 0.109], [3.208, -1.303, -1.149], [2.447, -1.180, -2.481], [2.890, -2.691, -0.576], [4.710, -1.271, -1.479], [3.406, 1.794, -0.422], [3.236, 1.989, -1.937], [2.639, 2.931, 0.297], [4.899, 1.967, -0.113], [3.315, 0.547, 3.836], [2.163, 1.281, 2.704], [3.893, 1.625, 2.562], [5.094, -0.979, 2.962], [5.481, -0.089, 1.481], [4.945, -1.772, 1.395], [2.691, -1.603, 3.548], [2.730, -2.485, 2.017], [1.429, -1.330, 2.341], [1.371, -1.095, -2.330], [2.648, -2.067, -3.103], [2.754, -0.303, -3.052], [1.861, -2.761, -0.212], [3.555, -2.950, 0.250], [3.022, -3.453, -1.357], [4.985, -0.361, -2.019], [4.960, -2.123, -2.130], [5.341, -1.338, -0.591], [2.206, 1.838, -2.263], [3.871, 1.304, -2.503], [3.534, 3.011, -2.212], [1.567, 2.725, 0.373], [2.756, 3.874, -0.253], [3.013, 3.086, 1.311], [5.512, 1.194, -0.583], [5.103, 1.954, 0.960], [5.240, 2.939, -0.498], [-4.251, 4.411, -0.600], [-2.650, 3.785, -0.136], [-2.500, 2.053, -0.407], [-2.511, 3.984, 0.917], [-1.908, 4.290, -0.742]],
  "s2": 2.01,
  "de_lowest_kj_mol": 74.3,
  "spin_multiplicity": 3,
  "charge": -1,
  "lumo_energy_ev": [2.34, 1.59],
  "orbital_gap_ha": [0.22282, 0.21754]
}

[4]
{
  "formula": "C30H40Cl2HfN5OP3",
  "method": "ωB97M-V/def2-TZVPD",
  "species": ["P", "C", "C", "H", "C", "H", "C", "H", "C", "H", "C", "H", "C", "C", "H", "C", "H", "C", "H", "C", "H", "C", "H", "C", "C", "H", "C", "H", "C", "H", "C", "H", "C", "H", "Hf", "C", "C", "H", "C", "O", "H", "C", "H", "C", "Cl", "Cl", "P", "C", "H", "H", "H", "C", "H", "H", "H", "C", "H", "H", "H", "P", "C", "C", "H", "H", "H", "H", "H", "H", "C", "H", "H", "H", "H", "N", "N", "N", "C", "N", "N", "H", "H", "H"],
  "xyz": [[-2.524, -0.062, -0.925], [-3.882, 0.686, -0.162], [-4.443, 1.692, -0.969], [-3.899, 2.023, -1.862], [-5.684, 2.177, -0.645], [-6.158, 2.907, -1.300], [-6.351, 1.663, 0.480], [-7.361, 1.992, 0.702], [-5.757, 0.700, 1.307], [-6.287, 0.281, 2.167], [-4.496, 0.211, 1.020], [-3.958, -0.529, 1.615], [-1.600, 1.060, -1.949], [-1.286, 2.379, -1.569], [-1.757, 2.774, -0.659], [-0.396, 3.117, -2.329], [-0.188, 4.152, -2.042], [0.148, 2.574, -3.494], [0.790, 3.190, -4.126], [-0.202, 1.279, -3.909], [0.155, 0.882, -4.856], [-1.082, 0.519, -3.148], [-1.368, -0.502, -3.438], [-2.486, -1.745, -1.317], [-3.559, -1.982, -2.192], [-4.243, -1.162, -2.437], [-3.697, -3.229, -2.755], [-4.479, -3.396, -3.487], [-2.814, -4.258, -2.408], [-2.909, -5.241, -2.862], [-1.780, -4.029, -1.491], [-1.089, -4.820, -1.214], [-1.585, -2.768, -0.943], [-0.778, -2.512, -0.259], [0.839, -0.637, 2.391], [2.872, -0.669, 1.269], [2.843, -0.245, -0.022], [3.726, -1.219, 1.707], [1.439, 0.147, -0.583], [1.087, -0.922, -1.516], [0.299, -0.633, -2.028], [0.457, 0.324, 0.505], [1.469, 1.112, -1.140], [-0.382, 0.836, 1.383], [2.377, -0.225, 4.145], [-1.124, -0.279, 3.677], [0.761, 2.308, 2.771], [0.988, 2.802, 4.475], [2.011, 2.550, 4.774], [0.272, 2.266, 5.106], [0.806, 3.885, 4.513], [2.208, 2.908, 1.876], [2.098, 2.736, 0.800], [3.091, 2.363, 2.227], [2.309, 3.980, 2.093], [-0.594, 3.387, 2.190], [-1.578, 2.955, 2.436], [-0.542, 3.553, 1.102], [-0.494, 4.338, 2.722], [4.346, -0.145, -1.136], [5.669, 0.213, -0.053], [4.018, 1.128, -2.328], [5.669, -0.407, 0.830], [5.657, 1.247, 0.262], [6.581, 0.037, -0.601], [3.204, 0.862, -3.012], [4.950, 1.241, -2.888], [3.771, 2.086, -1.862], [4.341, -1.726, -1.919], [4.650, -2.506, -1.226], [5.048, -1.656, -2.741], [3.344, -1.970, -2.286], [-1.466, 1.160, 1.436], [2.690, -4.816, 2.666], [1.521, -4.163, 2.457], [0.381, -4.844, 2.283], [-0.465, -3.842, 2.072], [0.096, -2.630, 2.071], [1.430, -2.867, 2.391], [3.320, -4.280, 3.241], [2.502, -5.742, 3.030], [-1.491, -4.025, 1.893]],
  "de_lowest_kj_mol": 509.0,
  "spin_multiplicity": 1,
  "charge": 2,
  "lumo_energy_ev": [-6.80, -6.86],
  "orbital_gap_ha": [0.15182, 0.14824]
}

[5]
{
  "formula": "C30H40N3",
  "method": "ωB97M-V/def2-TZVPD",
  "species": ["C", "C", "C", "C", "C", "N", "C", "C", "C", "C", "C", "C", "C", "N", "C", "C", "N", "C", "C", "C", "C", "C", "C", "C", "C", "C", "C", "C", "C", "C", "C", "C", "C", "H", "H", "H", "H", "H", "H", "H", "H", "H", "H", "H", "H", "H", "H", "H", "H", "H", "H", "H", "H", "H", "H", "H", "H", "H", "H", "H", "H", "H", "H", "H", "H", "H", "H", "H", "H", "H", "H", "H", "H"],
  "xyz": [[-2.511, -3.889, -2.127], [-2.423, -2.985, -0.896], [-3.256, -3.594, 0.233], [-2.950, -1.589, -1.255], [-2.689, -0.572, -0.185], [-3.412, 0.542, -0.170], [-3.316, 1.505, 0.919], [-4.543, 2.408, 0.959], [-4.651, 3.247, -0.315], [-4.150, 2.438, -1.515], [-4.285, 0.937, -1.263], [-1.679, -0.806, 0.745], [-0.805, -1.884, 0.662], [0.179, -2.070, 1.537], [0.317, -1.325, 2.769], [1.322, -0.165, 2.564], [2.303, -0.484, 1.547], [2.058, 0.030, 0.200], [1.573, 1.463, 0.217], [0.424, 1.819, -0.476], [-0.005, 3.136, -0.495], [0.706, 4.108, 0.184], [1.853, 3.759, 0.878], [2.287, 2.447, 0.891], [3.337, 0.000, -0.613], [3.268, -0.152, -1.991], [4.419, -0.135, -2.759], [5.653, 0.032, -2.153], [5.729, 0.182, -0.779], [4.577, 0.170, -0.012], [2.621, -1.888, 1.579], [1.396, -2.798, 1.236], [-0.955, -2.857, -0.465], [-3.541, -3.974, -2.462], [-1.915, -3.497, -2.948], [-2.151, -4.887, -1.891], [-2.873, -4.576, 0.497], [-4.289, -3.713, -0.084], [-3.241, -2.969, 1.123], [-2.467, -1.260, -2.182], [-4.022, -1.662, -1.446], [-2.410, 2.112, 0.802], [-3.251, 0.961, 1.864], [-5.434, 1.791, 1.085], [-4.470, 3.055, 1.833], [-4.061, 4.158, -0.217], [-5.689, 3.545, -0.462], [-4.709, 2.696, -2.413], [-3.098, 2.657, -1.709], [-4.005, 0.404, -2.171], [-5.325, 0.690, -1.024], [-1.495, -0.062, 1.498], [-0.648, -0.966, 3.120], [0.705, -2.024, 3.515], [1.846, 0.019, 3.508], [0.802, 0.751, 2.284], [1.302, -0.569, -0.337], [-0.137, 1.063, -1.012], [-0.891, 3.407, -1.052], [0.372, 5.134, 0.168], [2.415, 4.515, 1.405], [3.182, 2.175, 1.426], [2.306, -0.278, -2.469], [4.352, -0.253, -3.830], [6.551, 0.045, -2.751], [6.688, 0.312, -0.302], [4.637, 0.280, 1.060], [2.987, -2.118, 2.582], [3.423, -2.093, 0.870], [1.426, -3.063, 0.182], [1.443, -3.716, 1.831], [-0.363, -2.519, -1.323], [-0.586, -3.840, -0.170]],
  "de_lowest_kj_mol": 18.7,
  "spin_multiplicity": 1,
  "smiles": "CC1(C)CC(N2CCCCC2)=CC(=[N+]2CCN(C(c3ccccc3)c3ccccc3)CC2)C1",
  "charge": 1,
  "lumo_energy_ev": -2.85,
  "orbital_gap_ha": 0.30135
}

In order of appearance, E_tot = -5388.74911 -8963.02433 -3659.19622 -3507.95728 -1331.23968 hartree.